# 1
{"formula": "C3H6ClNS2", "method": "the ωB97M-V functional and the def2-TZVPD basis", "homo_ha": -0.3357, "orbital_gap_ev": 8.499, "smiles": "NC[C@H](Cl)C(=S)S", "de_lowest_ev": 0.753, "symbols": ["N", "C", "C", "Cl", "C", "S", "S", "H", "H", "H", "H", "H", "H"], "xyz": [[0.15654, 0.27562, 1.77045], [-0.44002, 0.90568, 0.61941], [-0.61631, 0.12021, -0.67907], [-1.63355, -1.33461, -0.30036], [0.71395, -0.18445, -1.28513], [1.41729, 0.95728, -2.21830], [1.57341, -1.69767, -0.97816], [1.14482, 0.29937, 1.79426], [-0.15755, -0.71409, 1.74770], [0.06944, 1.91804, 0.42606], [-1.48920, 1.17441, 0.94181], [-1.32298, 0.59744, -1.41673], [0.58416, -2.31722, -0.42197]], "forces_ev_per_angstrom": [[-1.31, -1.47, -0.44], [-1.18, 2.80, 0.71], [-1.07, -0.15, -0.44], [0.10, -0.33, 0.15], [0.86, -0.37, -0.96], [-0.15, -0.29, 0.36], [0.61, 1.41, -0.67], [1.08, -0.02, -0.24], [0.46, 0.82, 0.50], [-0.61, -1.61, 0.00], [0.90, -0.15, -0.48], [1.36, 0.11, 0.81], [-1.05, -0.76, 0.70]], "lowdin_charge": [0.0024, -0.3596, -0.7584, 0.6079, -1.2083, 0.6697, 0.7803, 0.0520, 0.0546, 0.1401, 0.1165, 0.1088, -0.2061]}


# 2
{"formula": "C3H6ClO2Si", "method": "the ωB97M-V functional and the def2-TZVPD basis", "homo_ha": -0.1840, "orbital_gap_ev": 8.846, "total_charge": -1, "de_lowest_ev": 0.000, "symbols": ["C", "C", "C", "O", "O", "Si", "Cl", "H", "H", "H", "H", "H", "H"], "xyz": [[1.87407, -2.77169, -1.46147], [-1.84096, 0.08245, 0.25182], [0.72888, 1.03319, 1.08824], [0.42921, -1.32686, -0.88135], [2.64059, -2.27567, -2.12890], [-0.07461, 0.00720, -0.34865], [0.07761, 1.62074, -1.78347], [-2.45333, 0.75607, -0.21642], [-2.16931, -0.89806, 0.10022], [-1.81046, 0.34374, 1.25646], [1.77144, 1.09056, 1.07968], [0.26405, 2.04008, 1.11714], [0.56283, 0.29825, 1.92669]], "forces_ev_per_angstrom": [[-0.10, -1.22, 0.42], [1.76, -0.80, -0.63], [-1.29, -1.88, 0.04], [0.23, -0.95, -0.20], [0.57, 0.62, -0.57], [0.00, 2.98, 0.91], [-0.12, 0.13, -0.57], [-1.51, 1.66, -1.47], [-1.00, -1.60, 0.02], [-0.06, 0.21, 2.06], [1.82, 0.45, -0.44], [0.10, -0.84, 0.47], [-0.40, 1.25, -0.05]], "lowdin_charge": [-0.1075, -0.1982, -0.2539, -0.4440, -0.0135, -0.0987, 0.1298, -0.0177, 0.0004, -0.0094, -0.0300, 0.0182, 0.0246]}


# 3
{"formula": "C3H6CuIO3", "method": "the ωB97M-V functional and the def2-TZVPD basis", "homo_ha": -0.3221, "orbital_gap_ev": 6.500, "de_lowest_ev": 0.790, "symbols": ["Cu", "I", "C", "O", "C", "O", "O", "C", "H", "H", "H", "H", "H", "H"], "xyz": [[4.21565, 0.80526, 4.29678], [2.37360, 2.90505, 3.33905], [0.56929, 0.07955, 1.39460], [-0.06550, 0.42806, 0.22308], [-0.52759, -0.44303, -0.61390], [-0.43967, -1.67670, -0.44993], [-1.06806, 0.19727, -1.71666], [-1.74037, -0.51153, -2.76274], [0.02484, -0.54889, 2.09940], [0.75070, 1.01077, 1.93128], [1.59769, -0.25515, 1.25869], [-1.90571, 0.14961, -3.61342], [-2.73903, -0.80838, -2.44232], [-1.04581, -1.33183, -2.94386]], "forces_ev_per_angstrom": [[-1.27, 1.45, -0.66], [1.36, -1.36, 0.75], [1.38, 0.42, 2.09], [-0.80, 1.83, -1.09], [-0.51, -3.83, -1.57], [-0.55, 2.89, -0.78], [0.52, 0.83, 1.95], [0.62, -0.62, 0.90], [-0.23, -0.38, -0.59], [-0.40, 0.13, -0.16], [-0.17, -0.67, -0.46], [0.62, 0.12, 0.18], [0.18, -0.43, 0.19], [-0.74, -0.39, -0.73]], "lowdin_charge": [0.3056, -0.1357, -0.0990, 0.0236, -0.5439, 0.0770, -0.0374, -0.0391, 0.1054, -0.0299, 0.0954, 0.0906, 0.0930, 0.0944]}


# 4
{"formula": "C3H6CuLiO5", "method": "the ωB97M-V functional and the def2-TZVPD basis", "multiplicity": 2, "homo_ha": [-0.1112, -0.1726], "orbital_gap_ev": [5.260, 6.783], "total_charge": -1, "de_lowest_ev": 1.644, "symbols": ["H", "C", "C", "O", "Li", "O", "H", "H", "H", "C", "O", "O", "H", "Cu", "O", "H"], "xyz": [[-1.22756, -2.78297, -1.04910], [-0.15976, -2.46461, -1.02218], [-0.11977, -1.10329, -0.33541], [-0.40126, -1.09094, 1.03441], [0.59886, -1.02863, -3.35296], [0.39662, -2.39019, -2.27512], [0.36656, -3.17857, -0.34764], [-0.86116, -0.46732, -0.87019], [0.90716, -0.70449, -0.49191], [-0.13018, 1.36219, 1.59957], [0.13579, 2.02409, 0.55038], [-1.27536, 1.70505, 2.27366], [-2.01275, 1.61804, 1.66059], [0.55847, 1.76900, -1.49687], [0.77258, 0.82593, 2.35810], [0.51032, -0.74299, 1.71491]], "forces_ev_per_angstrom": [[0.25, -0.10, 0.04], [-0.05, -0.32, 0.38], [0.82, 0.34, 0.05], [2.56, 0.54, 2.69], [-0.03, -0.31, 0.78], [-0.03, 0.51, -0.82], [-0.11, 0.10, -0.23], [0.32, 0.10, 0.17], [-0.45, 0.01, -0.28], [4.16, 2.00, 2.68], [-0.96, -1.22, -0.99], [-0.75, -1.02, -0.33], [-0.03, 0.31, -0.14], [-0.16, -0.26, 0.64], [-1.89, -0.03, -1.83], [-3.65, -0.65, -2.81]], "lowdin_charge": [0.0981, -0.4599, -0.3777, -0.1832, 0.5346, -0.4699, 0.1015, 0.0914, 0.0955, -0.7372, -0.1390, 0.0637, 0.0978, 0.1702, -0.0883, 0.2025]}


# 5
{"formula": "C3H6F2NS", "method": "the ωB97M-V functional and the def2-TZVPD basis", "homo_ha": -0.5234, "orbital_gap_ev": 9.256, "total_charge": 1, "smiles": "C/C(F)=[N+](/C)SF", "de_lowest_ev": 0.000, "symbols": ["C", "C", "F", "N", "C", "S", "F", "H", "H", "H", "H", "H", "H"], "xyz": [[-0.20463, -2.13240, -0.03569], [0.24477, -0.79592, -0.22249], [1.40970, -0.34822, -0.35850], [-0.69378, 0.15217, -0.38728], [-0.29243, 1.59243, -0.60301], [-2.35952, -0.08682, -0.32072], [-2.82843, 1.10921, 0.51022], [0.40382, -2.74821, 0.68942], [-1.25897, -2.01555, 0.22799], [-0.10175, -2.75553, -0.91562], [-0.33923, 2.14617, 0.38646], [0.78436, 1.44475, -0.98988], [-0.95876, 1.94608, -1.28587]], "forces_ev_per_angstrom": [[1.02, -2.27, 1.19], [-3.87, 2.57, -0.63], [2.24, -0.63, 0.16], [1.65, 0.45, 0.90], [3.64, -1.92, 2.26], [-0.60, -2.37, -1.62], [-0.14, 1.69, 1.31], [-0.64, 1.02, -0.29], [0.19, -0.72, 0.24], [-0.19, 0.16, -0.67], [0.17, -0.69, -1.32], [-1.92, 1.36, 0.47], [-1.54, 1.35, -1.99]], "lowdin_charge": [0.0273, -0.3529, 0.2453, -0.3287, 0.0123, 1.0905, -0.3415, 0.1506, 0.0447, 0.1287, 0.1364, 0.1367, 0.0507]}


# 6
{"formula": "C3H6F2OS", "method": "the ωB97M-V functional and the def2-TZVPD basis", "multiplicity": 3, "homo_ha": [-0.1616, -0.4163], "orbital_gap_ev": [5.179, 8.404], "de_lowest_ev": 0.000, "symbols": ["C", "C", "C", "O", "F", "F", "S", "H", "H", "H", "H", "H", "H"], "xyz": [[-0.39198, -0.01251, 0.74335], [0.18338, 0.51350, -0.54225], [0.70816, -1.00276, 1.27156], [0.17983, -1.61068, 2.39124], [1.91680, -0.44056, 1.58475], [1.08345, -1.90087, 0.33700], [-1.05845, 1.53783, -1.53489], [-1.29035, -0.59790, 0.38660], [-0.52344, 0.84861, 1.33396], [0.31264, -0.25812, -1.21574], [0.93640, 1.34601, -0.37551], [0.83508, -1.68109, 3.05901], [-0.13047, 2.00870, -2.43758]], "forces_ev_per_angstrom": [[1.46, -1.84, -2.64], [0.50, 3.45, 0.68], [-1.07, 0.46, 1.03], [-0.68, 0.17, -1.31], [-0.51, 0.75, 0.35], [-0.72, -0.54, -0.30], [-3.60, 0.07, 0.94], [0.59, 0.59, 1.32], [-0.69, 0.37, 1.52], [1.47, -1.44, -1.62], [0.03, -1.61, -0.50], [1.16, -0.29, 0.92], [2.06, -0.15, -0.40]], "lowdin_charge": [-0.1537, -0.5280, -0.6219, 0.1048, 0.0899, 0.1031, 0.7162, 0.1362, 0.0996, 0.0392, 0.0970, 0.0964, -0.1789]}


# 7
{"formula": "C3H6F3NS", "method": "the ωB97M-V functional and the def2-TZVPD basis", "homo_ha": -0.3618, "orbital_gap_ev": 10.478, "smiles": "[H]/N=C(/C)S.FC(F)F", "de_lowest_ev": 0.000, "symbols": ["H", "N", "C", "C", "S", "H", "H", "H", "H", "F", "C", "F", "F", "H"], "xyz": [[0.17218, 1.78743, 1.89564], [0.75037, 1.50189, 1.11108], [0.16410, 1.33496, 0.04924], [0.76665, 0.79251, -1.18729], [-1.63077, 1.65172, -0.08858], [1.88670, 0.71834, -1.16967], [0.38630, -0.26771, -1.20418], [0.55680, 1.28340, -2.10493], [-1.89456, 2.14148, -1.21213], [3.50184, -0.41931, -0.47059], [2.93247, -0.44311, 0.71990], [2.06922, -1.47945, 0.52084], [3.83628, -0.73483, 1.62324], [2.31828, 0.55121, 0.95793]], "forces_ev_per_angstrom": [[-0.07, 0.25, -0.09], [0.89, 0.14, 2.29], [-1.96, 0.88, -2.95], [1.70, -2.06, 0.38], [0.05, -1.26, 3.70], [-1.21, 0.23, 0.27], [0.35, 0.92, -0.44], [-0.82, 0.55, -0.59], [0.23, 0.94, -2.85], [1.76, 0.91, -1.19], [-2.45, 1.43, -0.45], [-0.45, -0.24, 1.44], [0.42, -0.45, 0.70], [1.55, -2.26, -0.24]], "lowdin_charge": [0.0742, 0.0752, -0.7708, -0.1060, 0.7931, 0.0777, 0.1128, 0.0651, -0.2125, 0.0854, -0.5354, 0.0669, 0.1360, 0.1384]}


# 8
{"formula": "C3H6FN", "method": "the ωB97M-V functional and the def2-TZVPD basis", "homo_ha": -0.3743, "orbital_gap_ev": 11.064, "smiles": "C#CC.NF", "de_lowest_ev": 3.582, "symbols": ["C", "C", "C", "H", "H", "H", "H", "N", "F", "H", "H"], "xyz": [[-1.00732, -1.58274, -0.31072], [-1.24620, -0.40972, -0.15616], [-1.05982, 1.05457, -0.10607], [-0.76206, -2.58907, -0.10703], [-2.01670, 1.53789, 0.10186], [-0.79328, 1.47948, -1.16253], [-0.31254, 1.34036, 0.55169], [2.02655, -0.54499, 0.38883], [2.11392, 0.67301, -0.35303], [1.83919, -0.12875, 1.28972], [1.21827, -0.83004, -0.13657]], "forces_ev_per_angstrom": [[-0.43, 0.66, 0.79], [1.34, 0.22, -0.56], [-2.16, 0.06, -3.51], [-0.16, -0.53, -0.34], [0.18, 0.10, 0.39], [-0.24, -1.02, 1.81], [1.33, 0.48, 1.37], [0.89, 0.69, -0.91], [0.89, 0.94, -0.44], [-0.74, -0.59, 0.39], [-0.89, -1.02, 1.02]], "lowdin_charge": [0.0715, -0.1874, -0.1135, 0.0272, 0.0683, 0.1252, 0.0316, 0.0756, -0.1932, 0.0731, 0.0215]}


# 9
{"formula": "C3H6FN", "method": "the ωB97M-V functional and the def2-TZVPD basis", "homo_ha": -0.3693, "orbital_gap_ev": 11.074, "smiles": "FC[C@@H]1CN1", "de_lowest_ev": 2.116, "symbols": ["F", "C", "C", "C", "N", "H", "H", "H", "H", "H", "H"], "xyz": [[-2.31293, -0.52289, 0.00973], [-1.13955, 0.31110, -0.14126], [0.00171, -0.38682, 0.59309], [1.15635, 0.34636, 0.08079], [1.11388, -1.02223, -0.19963], [-0.92365, 0.74455, -1.09438], [-1.22637, 1.17241, 0.50219], [-0.29260, -0.73586, 1.52799], [2.00196, 0.43290, 0.61396], [1.12441, 1.04180, -0.73694], [0.49680, -1.38133, -1.15554]], "forces_ev_per_angstrom": [[1.00, 1.35, -1.00], [-0.65, -1.85, 2.86], [0.20, 1.32, -3.39], [0.15, 0.59, -1.08], [-4.50, -4.26, -3.47], [-0.31, -0.77, -1.16], [-1.05, 0.47, 0.29], [0.28, -0.29, 1.73], [2.69, 1.18, 2.36], [-0.55, 0.56, -0.09], [2.76, 1.69, 2.95]], "lowdin_charge": [-0.0879, -0.1460, -0.2540, -0.2272, 0.0002, 0.1078, 0.1127, 0.1188, 0.0723, 0.1131, 0.1903]}


# 10
{"formula": "C3H6FN5", "method": "the ωB97M-V functional and the def2-TZVPD basis", "homo_ha": -0.2903, "orbital_gap_ev": 8.728, "smiles": "CN(N)c1n[nH]nc1F", "de_lowest_ev": 0.899, "symbols": ["C", "N", "N", "C", "N", "N", "N", "C", "F", "H", "H", "H", "H", "H", "H"], "xyz": [[-0.29994, 0.93200, -0.84979], [-0.26374, 0.03313, 0.28032], [-1.30386, 0.08712, 1.13753], [0.65573, -0.95220, 0.26362], [1.63658, -1.19361, -0.56985], [2.42552, -2.20773, -0.06372], [1.90239, -2.91272, 0.97627], [0.79850, -2.34200, 1.35780], [-0.11146, -2.68968, 2.30844], [-0.46183, 0.36161, -1.76760], [-1.15589, 1.43710, -0.44562], [0.69172, 1.47964, -0.86372], [-1.05661, -0.32019, 2.14910], [-1.99545, -0.53322, 0.74816], [3.33126, -2.35711, -0.48056]], "forces_ev_per_angstrom": [[1.15, -0.16, 1.15], [3.45, -0.98, -1.21], [-1.08, -1.47, 3.78], [0.98, -5.10, 2.43], [-0.11, 1.04, 1.18], [-2.11, 0.09, 0.40], [-0.67, 0.61, 0.52], [0.24, 3.67, -3.25], [1.63, -0.02, -1.05], [-0.10, 0.37, -0.11], [-0.38, 1.64, -1.25], [-1.38, -0.19, -0.35], [-0.44, 1.28, -3.04], [-0.81, -0.38, 0.43], [-0.38, -0.41, 0.35]], "lowdin_charge": [-0.0366, -0.3096, 0.0361, -0.1841, 0.0573, -0.1127, 0.0691, -0.1938, 0.0335, 0.0846, 0.0724, 0.1068, 0.1554, 0.0837, 0.1377]}


Please write out number 9 again, unchanged.
{"formula": "C3H6FN", "method": "the ωB97M-V functional and the def2-TZVPD basis", "homo_ha": -0.3693, "orbital_gap_ev": 11.074, "smiles": "FC[C@@H]1CN1", "de_lowest_ev": 2.116, "symbols": ["F", "C", "C", "C", "N", "H", "H", "H", "H", "H", "H"], "xyz": [[-2.31293, -0.52289, 0.00973], [-1.13955, 0.31110, -0.14126], [0.00171, -0.38682, 0.59309], [1.15635, 0.34636, 0.08079], [1.11388, -1.02223, -0.19963], [-0.92365, 0.74455, -1.09438], [-1.22637, 1.17241, 0.50219], [-0.29260, -0.73586, 1.52799], [2.00196, 0.43290, 0.61396], [1.12441, 1.04180, -0.73694], [0.49680, -1.38133, -1.15554]], "forces_ev_per_angstrom": [[1.00, 1.35, -1.00], [-0.65, -1.85, 2.86], [0.20, 1.32, -3.39], [0.15, 0.59, -1.08], [-4.50, -4.26, -3.47], [-0.31, -0.77, -1.16], [-1.05, 0.47, 0.29], [0.28, -0.29, 1.73], [2.69, 1.18, 2.36], [-0.55, 0.56, -0.09], [2.76, 1.69, 2.95]], "lowdin_charge": [-0.0879, -0.1460, -0.2540, -0.2272, 0.0002, 0.1078, 0.1127, 0.1188, 0.0723, 0.1131, 0.1903]}